A cluster of 16 separate species, C81H207N19O29 in total at a distorted geometry. Source: the OMol25 dataset; level of theory: wB97M-V/def2-TZVPD.

Atoms and positions in Å:
C: 4.06 -0.99 0.38
O: 5.15 -1.12 0.87
N: 3.24 -2.02 0.07
N: 3.51 0.20 0.19
H: 3.45 -2.80 0.69
H: 2.20 -1.90 0.06
H: 4.09 1.07 0.33
H: 2.54 0.44 -0.07
C: 0.90 3.28 4.16
O: 0.18 4.22 3.87
N: 2.24 3.39 4.08
N: 0.24 2.08 4.45
H: 2.67 4.13 3.58
H: 2.80 2.57 4.23
H: -0.67 2.07 4.97
H: 0.91 1.37 4.75
C: 3.60 6.19 -4.38
O: 4.23 7.17 -3.98
N: 2.26 6.10 -4.37
N: 4.35 5.13 -4.86
H: 1.81 5.24 -4.32
H: 1.87 6.96 -4.06
H: 3.80 4.29 -4.80
H: 5.28 5.05 -4.46
C: 1.63 11.04 -1.46
O: 1.43 9.66 -1.05
C: 2.67 8.98 -1.21
C: 2.39 7.48 -1.18
N: 2.10 6.84 0.11
C: 3.15 7.08 1.11
C: 2.71 6.25 2.31
O: 3.77 5.91 3.22
C: 3.87 6.59 4.45
H: 0.72 11.63 -1.14
H: 1.77 11.14 -2.54
H: 2.48 11.45 -0.93
H: 3.26 9.16 -0.22
H: 3.17 9.38 -2.06
H: 3.23 6.97 -1.57
H: 1.50 7.37 -1.73
H: 1.25 7.21 0.55
H: 3.22 8.15 1.51
H: 4.12 6.75 0.77
H: 2.39 5.24 1.90
H: 1.88 6.73 2.82
H: 4.08 7.65 4.31
H: 4.75 6.17 4.97
H: 3.01 6.38 5.01
C: -2.89 2.18 3.09
O: -3.02 0.76 2.83
C: -2.39 -0.05 3.80
C: -2.85 -1.46 3.67
N: -2.41 -2.02 2.46
C: -2.91 -3.41 2.21
C: -2.15 -4.37 3.08
O: -2.70 -5.64 2.89
C: -2.01 -6.73 3.58
H: -1.88 2.61 3.15
H: -3.53 2.60 3.94
H: -3.31 2.64 2.22
H: -2.61 0.23 4.82
H: -1.35 0.08 3.70
H: -3.99 -1.40 3.74
H: -2.48 -1.97 4.58
H: -2.65 -1.35 1.75
H: -2.95 -3.71 1.14
H: -3.97 -3.53 2.56
H: -2.19 -4.08 4.15
H: -1.11 -4.42 2.81
H: -2.14 -6.71 4.65
H: -0.93 -6.69 3.39
H: -2.30 -7.69 3.04
C: 4.06 -5.11 -4.05
O: 3.71 -6.48 -3.87
C: 2.92 -6.82 -2.73
C: 3.45 -6.46 -1.37
N: 2.58 -6.95 -0.30
C: 2.27 -6.06 0.87
C: 3.53 -5.70 1.69
O: 4.38 -4.89 0.86
C: 5.64 -4.56 1.45
H: 4.63 -4.61 -3.29
H: 3.16 -4.52 -4.18
H: 4.69 -4.97 -4.99
H: 2.65 -7.85 -2.85
H: 1.95 -6.34 -2.85
H: 3.56 -5.30 -1.17
H: 4.45 -6.88 -1.27
H: 2.90 -7.78 0.15
H: 1.47 -6.50 1.45
H: 1.84 -5.10 0.41
H: 4.05 -6.65 1.88
H: 3.28 -5.23 2.59
H: 5.59 -4.01 2.39
H: 6.14 -3.90 0.78
H: 6.15 -5.50 1.54
C: -3.47 -2.03 -7.84
O: -4.67 -2.37 -7.27
C: -4.68 -2.44 -5.88
C: -6.02 -3.07 -5.53
N: -6.02 -3.16 -4.03
C: -7.11 -3.98 -3.61
C: -7.45 -3.57 -2.13
O: -8.72 -3.86 -1.68
C: -8.92 -5.27 -1.35
H: -3.31 -0.96 -7.81
H: -3.52 -2.40 -8.83
H: -2.63 -2.56 -7.31
H: -4.66 -1.45 -5.44
H: -3.81 -2.94 -5.48
H: -6.21 -4.08 -5.75
H: -6.89 -2.50 -6.03
H: -6.13 -2.21 -3.64
H: -6.70 -5.03 -3.60
H: -8.00 -3.90 -4.28
H: -7.47 -2.45 -2.15
H: -6.74 -3.90 -1.29
H: -8.83 -5.87 -2.29
H: -9.98 -5.35 -1.01
H: -8.18 -5.45 -0.60
C: -3.18 -2.07 -2.22
O: -2.25 -2.59 -1.23
C: -0.89 -2.56 -1.68
C: 0.02 -2.92 -0.58
N: 0.04 -1.91 0.55
C: -0.18 -0.57 0.05
C: 0.10 0.54 1.00
O: 0.60 1.61 0.25
C: 1.09 2.73 0.99
H: -2.76 -1.18 -2.63
H: -4.07 -2.00 -1.69
H: -3.10 -2.74 -3.09
H: -0.64 -1.60 -2.22
H: -0.85 -3.25 -2.50
H: 1.04 -2.98 -1.04
H: -0.33 -3.89 -0.12
H: -0.68 -2.07 1.26
H: -1.17 -0.37 -0.45
H: 0.59 -0.42 -0.78
H: 0.80 0.22 1.80
H: -0.92 0.75 1.45
H: 1.86 2.54 1.74
H: 0.27 3.18 1.58
H: 1.63 3.40 0.35
C: -10.31 -1.81 -3.43
O: -9.43 -0.88 -2.99
C: -8.54 -0.49 -4.01
C: -7.67 0.59 -3.47
N: -6.82 0.14 -2.40
C: -6.08 1.23 -1.73
C: -5.49 0.63 -0.49
O: -6.52 0.11 0.34
C: -6.14 -0.68 1.34
H: -10.74 -2.18 -2.50
H: -9.77 -2.57 -3.91
H: -11.03 -1.38 -4.13
H: -9.07 -0.17 -4.88
H: -8.03 -1.35 -4.38
H: -8.38 1.39 -3.07
H: -7.19 1.05 -4.32
H: -7.33 -0.33 -1.68
H: -6.79 1.99 -1.49
H: -5.24 1.57 -2.34
H: -4.84 1.36 0.13
H: -4.77 -0.17 -0.80
H: -5.69 -1.60 0.89
H: -6.91 -0.99 2.03
H: -5.33 -0.14 1.90
C: -4.24 4.28 -0.48
O: -3.11 5.18 -0.27
C: -1.93 4.63 -0.69
C: -0.86 5.50 -0.14
N: -0.77 5.48 1.29
C: -1.51 6.49 2.04
C: -1.03 7.91 1.84
O: 0.17 8.05 2.65
C: 0.73 9.32 2.65
H: -4.58 4.31 -1.52
H: -5.11 4.57 0.04
H: -3.96 3.26 -0.16
H: -1.77 4.71 -1.79
H: -1.79 3.54 -0.49
H: -0.99 6.56 -0.53
H: 0.07 5.14 -0.52
H: 0.06 5.28 1.78
H: -1.39 6.26 3.09
H: -2.59 6.42 1.71
H: -1.84 8.60 2.16
H: -0.70 8.17 0.82
H: 0.14 10.18 2.95
H: 1.14 9.60 1.66
H: 1.52 9.48 3.35
C: 5.04 3.90 0.98
O: 5.52 2.70 0.34
C: 6.33 2.85 -0.80
C: 6.81 1.48 -1.20
N: 7.79 1.43 -2.34
C: 9.24 1.47 -2.02
C: 9.99 1.42 -3.36
O: 9.76 2.63 -4.05
C: 10.56 2.79 -5.22
H: 4.77 3.68 2.01
H: 4.19 4.29 0.35
H: 5.86 4.64 0.98
H: 7.22 3.51 -0.59
H: 5.72 3.28 -1.70
H: 6.02 0.82 -1.42
H: 7.39 1.06 -0.39
H: 7.65 2.08 -3.07
H: 9.42 0.54 -1.50
H: 9.42 2.32 -1.39
H: 9.59 0.50 -3.88
H: 11.07 1.27 -3.19
H: 10.25 3.69 -5.71
H: 10.35 1.97 -5.99
H: 11.63 2.92 -5.01
C: 3.85 -0.37 -3.30
O: 2.99 0.69 -3.15
C: 3.51 1.95 -3.00
C: 2.43 2.87 -2.46
N: 1.41 3.05 -3.52
C: 0.29 3.84 -3.15
C: -0.77 3.87 -4.28
O: -1.00 2.53 -4.69
C: -1.95 1.91 -3.82
H: 3.29 -1.27 -3.37
H: 4.51 -0.61 -2.48
H: 4.52 -0.23 -4.13
H: 3.81 2.40 -3.95
H: 4.38 2.05 -2.28
H: 2.86 3.89 -2.23
H: 1.95 2.38 -1.59
H: 1.13 2.23 -4.04
H: 0.62 4.85 -2.90
H: -0.16 3.32 -2.22
H: -0.44 4.45 -5.10
H: -1.65 4.32 -3.83
H: -2.97 2.33 -3.84
H: -1.52 1.85 -2.82
H: -1.93 0.88 -4.13
C: -5.26 2.17 10.28
O: -4.75 1.64 9.08
C: -3.50 1.05 9.24
C: -2.60 1.19 8.01
N: -2.72 2.51 7.35
C: -2.10 3.72 7.93
C: -0.70 3.99 7.51
O: 0.15 3.23 8.35
C: 1.53 3.53 8.35
H: -6.05 2.87 10.00
H: -4.58 2.82 10.86
H: -5.59 1.39 10.94
H: -3.58 -0.04 9.52
H: -3.03 1.56 10.02
H: -2.90 0.39 7.33
H: -1.55 1.14 8.33
H: -3.69 2.68 7.25
H: -2.18 3.71 9.02
H: -2.65 4.58 7.50
H: -0.57 5.07 7.70
H: -0.55 3.88 6.43
H: 1.71 4.58 8.72
H: 1.98 3.33 7.40
H: 1.92 2.93 9.16
C: -0.18 -11.45 2.66
O: -0.62 -10.71 1.57
C: 0.44 -10.12 0.84
C: -0.05 -9.40 -0.38
N: -0.81 -8.23 -0.04
C: -0.99 -7.33 -1.20
C: -1.87 -6.18 -0.81
O: -3.11 -6.79 -0.54
C: -4.17 -5.89 -0.24
H: 0.48 -12.35 2.41
H: -1.07 -11.86 3.19
H: 0.42 -10.80 3.27
H: 1.15 -10.95 0.68
H: 1.02 -9.44 1.51
H: -0.53 -10.02 -1.19
H: 0.91 -9.05 -0.78
H: -1.68 -8.59 0.22
H: -1.46 -7.90 -1.97
H: 0.04 -7.03 -1.45
H: -1.94 -5.33 -1.55
H: -1.52 -5.79 0.17
H: -5.07 -6.17 -0.78
H: -3.99 -4.80 -0.51
H: -4.34 -5.70 0.80
C: -2.51 -5.06 -4.74
O: -1.55 -4.43 -5.57
C: -0.24 -4.80 -5.30
C: 0.72 -3.99 -6.16
N: 1.10 -2.78 -5.41
C: 0.03 -1.80 -5.35
C: 0.60 -0.41 -5.31
O: 1.34 -0.19 -6.55
C: 1.90 1.08 -6.56
H: -2.45 -4.77 -3.65
H: -2.45 -6.17 -4.90
H: -3.49 -4.77 -5.13
H: -0.18 -5.95 -5.43
H: -0.07 -4.64 -4.27
H: 0.25 -3.80 -7.19
H: 1.62 -4.53 -6.37
H: 1.92 -2.38 -5.88
H: -0.62 -1.96 -4.45
H: -0.62 -1.81 -6.19
H: 1.33 -0.35 -4.50
H: -0.21 0.31 -5.21
H: 2.71 1.20 -7.28
H: 2.32 1.33 -5.56
H: 1.09 1.81 -6.81
C: 6.00 1.49 5.00
O: 4.69 1.56 4.51
C: 4.43 0.65 3.43
C: 3.74 -0.67 3.89
N: 2.74 -0.31 4.87
C: 1.97 -1.36 5.40
C: 1.00 -1.84 4.37
O: 0.36 -2.98 4.84
C: 1.11 -4.15 4.64
H: 6.67 1.62 4.18
H: 6.27 0.58 5.55
H: 6.28 2.29 5.72
H: 5.38 0.46 2.89
H: 3.66 1.16 2.83
H: 4.42 -1.41 4.21
H: 3.21 -1.10 3.00
H: 3.18 0.05 5.63
H: 1.56 -1.00 6.35
H: 2.57 -2.26 5.69
H: 1.37 -2.09 3.37
H: 0.24 -1.11 4.18
H: 1.17 -4.72 5.60
H: 2.14 -3.96 4.40
H: 0.70 -4.78 3.84

## Properties
- Energy relative to the best compared isomer or geometry (same formula, charge and spin): 109.3 kcal/mol
- LUMO level: 0.443 eV
- Kohn-Sham gap: 0.309 hartree
- Highest occupied orbital energy: -8.0 eV
- Electronic energy: -175024.043 eV
- Max |F|: 0.087 hartree/bohr